Entry 1:
{
  "formula": "C45H95O35P5",
  "method": "ωB97M-V/def2-TZVPD",
  "species": ["C", "C", "O", "C", "O", "O", "H", "H", "H", "H", "C", "C", "O", "C", "O", "O", "H", "H", "H", "H", "C", "C", "O", "C", "O", "O", "H", "H", "H", "H", "C", "C", "O", "C", "O", "O", "H", "H", "H", "H", "C", "C", "O", "C", "O", "O", "H", "H", "H", "H", "C", "C", "O", "P", "O", "O", "C", "C", "O", "C", "C", "H", "H", "H", "H", "H", "H", "H", "H", "H", "H", "H", "H", "H", "H", "H", "C", "C", "O", "P", "O", "O", "C", "C", "O", "C", "C", "H", "H", "H", "H", "H", "H", "H", "H", "H", "H", "H", "H", "H", "H", "H", "C", "C", "O", "P", "O", "O", "C", "C", "O", "C", "C", "H", "H", "H", "H", "H", "H", "H", "H", "H", "H", "H", "H", "H", "H", "H", "C", "C", "O", "P", "O", "O", "C", "C", "O", "C", "C", "H", "H", "H", "H", "H", "H", "H", "H", "H", "H", "H", "H", "H", "H", "H", "C", "C", "O", "P", "O", "O", "C", "C", "O", "C", "C", "H", "H", "H", "H", "H", "H", "H", "H", "H", "H", "H", "H", "H", "H", "H"],
  "coordinates": [[-4.20948, -0.41575, 4.36378], [-5.27147, -0.08574, 5.42321], [-5.27706, -1.29622, 6.26934], [-4.86004, -2.35442, 5.50320], [-5.04215, -3.56404, 5.69433], [-4.12529, -1.86517, 4.49632], [-3.28427, 0.15807, 4.41680], [-4.43148, 0.04315, 3.40033], [-6.25199, 0.10266, 4.98599], [-4.89877, 0.75505, 6.00825], [-5.54233, 5.06386, -4.23862], [-5.53359, 3.56225, -4.26191], [-5.50639, 3.33039, -5.60890], [-5.33367, 4.44675, -6.38300], [-5.18355, 4.53418, -7.61258], [-5.26326, 5.51966, -5.52597], [-4.78693, 5.34298, -3.50407], [-6.59079, 5.20596, -3.97666], [-6.30594, 3.07315, -3.66832], [-4.69114, 3.06615, -3.77996], [9.77867, -4.07727, 0.86532], [10.64721, -3.09877, 1.65860], [10.49162, -1.93738, 0.92195], [9.58245, -1.97605, 0.08542], [9.24463, -1.01261, -0.64166], [9.17552, -3.24936, -0.04567], [9.14757, -4.52265, 1.63438], [10.39945, -4.79124, 0.32406], [11.65812, -3.49076, 1.77039], [10.23845, -3.05090, 2.66792], [3.11149, -1.47881, -14.00145], [1.72652, -2.13423, -13.80426], [1.53097, -1.99524, -12.42967], [2.29649, -0.89078, -11.96700], [2.30258, -0.36340, -10.82709], [3.11660, -0.56467, -12.95332], [3.21430, -0.95644, -14.95258], [3.88299, -2.24047, -13.88848], [1.83215, -3.11297, -14.27225], [0.87812, -1.64649, -14.28428], [-2.96495, 8.57186, 4.65371], [-2.92023, 10.01352, 4.24475], [-2.49067, 9.95894, 2.86113], [-2.47425, 8.71943, 2.43702], [-2.46579, 8.40675, 1.26014], [-2.67944, 7.87578, 3.44797], [-3.88185, 8.27594, 5.16345], [-2.30185, 8.16424, 5.41676], [-2.17196, 10.57771, 4.80143], [-3.87477, 10.50184, 4.44096], [-0.93400, 5.19819, -12.85875], [-1.02892, 5.86707, -11.44407], [-0.51738, 7.12330, -11.57892], [-0.54399, 8.24111, -10.34302], [0.16582, 9.53378, -10.50502], [-2.18332, 8.44247, -10.06298], [-2.67103, 9.80849, -9.80038], [-4.12719, 9.68625, -9.32539], [-0.24738, 7.37191, -8.99378], [-0.56076, 7.79989, -7.55090], [-0.46599, 6.51304, -6.64166], [-1.34225, 4.18754, -12.86299], [-1.58825, 5.63988, -13.61039], [0.04828, 5.18732, -13.33109], [-2.02280, 5.97413, -11.00953], [-0.42229, 5.28941, -10.74663], [-1.95630, 10.45483, -9.29097], [-2.78816, 10.23017, -10.79866], [-4.87138, 9.55743, -10.11132], [-4.28858, 8.89666, -8.59150], [-4.49829, 10.59700, -8.85537], [0.17368, 8.48889, -7.13380], [-1.55402, 8.24119, -7.46846], [-1.09967, 6.74668, -5.78612], [-0.90183, 5.59592, -7.03792], [0.50420, 6.21252, -6.24605], [3.91818, 0.28685, 2.00417], [3.16718, -0.15666, 0.66380], [1.79268, 0.19327, 0.87567], [1.21698, 1.51784, 0.12335], [-0.22673, 1.67433, 0.26460], [2.08367, 2.78747, 0.71401], [1.95297, 3.30292, 2.06121], [2.95295, 4.50585, 2.24066], [1.77064, 1.32363, -1.41342], [1.04414, 0.73134, -2.51272], [1.20450, -0.79688, -2.66264], [3.24310, 0.49360, 2.83460], [4.67124, -0.40658, 2.37855], [4.47394, 1.16469, 1.67460], [3.61878, 0.39394, -0.16142], [3.27200, -1.22607, 0.48083], [0.92494, 3.57075, 2.30519], [2.22982, 2.48459, 2.72588], [3.09429, 4.79312, 3.28258], [3.93553, 4.24644, 1.84653], [2.56638, 5.45811, 1.87752], [-0.01799, 0.95895, -2.60315], [1.48529, 1.18651, -3.39946], [0.32693, -1.43291, -2.77854], [1.94065, -0.91171, -3.45826], [1.74370, -1.11263, -1.76952], [-2.70335, -6.52069, 11.69306], [-2.09249, -6.94374, 10.42475], [-0.63828, -6.69807, 10.72651], [0.47852, -7.07963, 9.51891], [-0.06101, -7.84342, 8.36308], [1.32117, -5.73211, 9.21392], [0.71953, -4.79270, 8.41846], [0.84809, -5.16305, 6.94408], [1.56709, -8.00246, 10.32208], [1.14365, -9.30332, 10.74389], [1.42712, -9.54459, 12.26860], [-3.74680, -6.58769, 11.38514], [-2.52963, -7.16775, 12.55284], [-2.62949, -5.44819, 11.87304], [-2.33587, -7.89359, 9.94866], [-2.36619, -6.30410, 9.58568], [-0.36933, -4.78090, 8.46699], [1.12500, -3.78991, 8.55306], [0.47340, -4.41721, 6.24306], [1.89080, -5.23180, 6.63405], [0.29436, -6.07423, 6.71775], [0.07439, -9.43018, 10.57453], [1.56516, -10.11636, 10.15277], [1.01114, -10.52216, 12.51233], [2.49718, -9.67858, 12.42704], [0.92081, -8.83620, 12.92429], [-3.35176, -8.15713, -9.76150], [-4.60834, -7.82845, -10.56503], [-5.80957, -7.90715, -9.74670], [-6.45616, -6.56613, -9.20967], [-7.31156, -6.73654, -8.00367], [-7.20626, -5.91644, -10.50362], [-8.36195, -6.39913, -11.10050], [-9.29277, -5.29852, -11.35018], [-5.24433, -5.50028, -8.97380], [-5.30554, -4.20102, -8.42447], [-5.91151, -3.07749, -9.35396], [-3.38516, -9.24659, -9.75441], [-2.47042, -7.76346, -10.26783], [-3.28228, -7.72157, -8.76473], [-4.52356, -6.77187, -10.81911], [-4.65194, -8.42033, -11.47929], [-8.16908, -6.93534, -12.02969], [-8.91818, -7.01374, -10.39271], [-10.29475, -5.53825, -11.70609], [-9.47465, -4.91354, -10.34678], [-8.99582, -4.46291, -11.98397], [-5.91684, -4.27008, -7.52467], [-4.32347, -3.96462, -8.01487], [-5.36417, -2.83118, -10.26383], [-6.84134, -3.45179, -9.78224], [-6.00690, -2.04099, -9.03042], [2.78881, -1.02535, 13.18165], [3.69454, 0.24323, 12.86157], [4.81806, -0.23811, 12.13980], [6.30994, 0.45131, 12.33173], [7.29522, -0.49839, 11.71180], [6.27097, 1.93952, 11.67494], [6.91317, 2.31586, 10.46699], [5.98350, 2.24712, 9.23351], [6.42836, 0.85273, 13.92363], [7.48033, 1.68355, 14.31600], [7.67864, 1.19181, 15.78933], [3.28634, -1.67217, 13.90428], [1.77460, -0.84128, 13.53604], [2.58267, -1.62017, 12.29182], [3.18079, 1.00479, 12.27489], [3.70564, 0.67742, 13.86130], [7.38176, 3.29146, 10.59629], [7.75240, 1.62100, 10.43574], [6.52639, 2.18205, 8.29056], [5.43743, 1.32797, 9.44578], [5.32154, 3.10132, 9.09124], [8.40351, 1.57054, 13.74759], [7.26535, 2.74819, 14.22426], [8.07330, 2.07865, 16.28514], [6.67904, 0.88376, 16.09593], [8.25643, 0.30665, 16.05530]],
  "atomic_forces_ev_per_a": [[-0.5434, 0.2901, 0.4209], [1.2711, -0.5568, 0.4065], [-0.7129, 0.1639, -0.7830], [-0.1748, -2.0500, 0.7085], [0.4670, 4.1372, -0.2527], [0.6442, 0.7267, -1.8268], [0.7590, -0.9754, 1.4311], [-1.1269, -1.4124, -0.6720], [-0.0185, -0.1897, 0.2845], [-0.5415, -0.1354, 0.2749], [-0.6847, -0.5660, 2.1167], [1.3911, -0.6198, 1.3835], [-0.5111, -1.2604, -3.6187], [0.9108, 0.7213, -2.2577], [-0.7806, -0.7988, 4.6183], [0.1015, -0.5498, -1.0996], [-0.4376, 0.9495, -0.1378], [0.1976, 1.4897, 0.2024], [-0.9969, 0.2704, -0.8477], [0.8385, 0.3756, -0.3545], [1.6188, -0.6178, 1.2629], [-0.0806, -2.0623, 0.8991], [4.7090, 2.3287, 4.2198], [-3.4374, 2.6905, -6.1807], [0.5275, -3.3915, 2.4798], [-2.6904, 0.2394, -1.5562], [-0.6447, -0.4382, -0.8562], [-0.3122, -0.3191, 0.1300], [0.2624, 0.7664, -0.4002], [0.0371, 0.8027, 0.0126], [-1.4669, -0.4852, -0.7779], [0.7564, 0.6100, -1.6577], [0.3965, 0.7370, 2.2256], [-0.2208, 0.0547, 3.4258], [-0.6291, -2.4843, -4.9157], [1.1346, 1.6803, 0.7096], [0.0834, -0.0212, 0.1401], [0.2114, 0.1915, 0.1509], [-0.5111, -0.5795, 1.0608], [0.2427, 0.2964, -0.3587], [0.2250, -1.3636, 1.0112], [1.0962, 0.6130, 0.5107], [-0.4407, 1.9879, 1.1783], [-1.4853, -1.1799, -2.8702], [0.7403, 0.2813, 2.0909], [-0.3326, -1.1872, 0.3236], [-0.7906, -0.0252, -1.0620], [0.9896, 0.7842, -0.1785], [0.0566, 0.0106, -0.1202], [-0.0643, 0.0798, -0.8829], [-1.2331, -0.0598, 0.1958], [-0.3108, -2.3990, -0.8122], [1.7497, 4.8405, 1.8753], [-2.3037, -0.4409, 1.3285], [-0.4426, -1.7752, -0.3465], [1.6698, 0.6868, -0.1408], [-1.2144, -0.8051, -2.0721], [-0.0877, 0.3282, 0.9133], [0.2952, 0.8478, 0.4257], [0.8025, -2.2201, -0.5483], [-0.8264, 0.5725, -0.2682], [0.3633, -0.2858, 0.5051], [-0.0755, 0.7261, 0.2423], [0.2088, 0.0709, 0.6247], [-0.3529, -0.6109, -0.4014], [0.0137, -0.1206, 0.0946], [-0.1933, -0.4729, 0.5823], [0.4084, 0.4172, -0.0477], [0.5126, -0.4330, -0.4035], [0.2220, -0.1151, -0.0204], [0.4412, 0.2758, 0.2170], [0.1260, 0.2365, -0.7742], [0.0247, -0.1818, -0.5014], [0.0788, 0.0491, 0.2730], [-0.1311, 0.2913, -0.5730], [0.2403, 0.5645, -0.3640], [0.3383, -0.2670, -1.5325], [1.0325, 0.4167, 2.3143], [-0.6511, 0.9732, -1.1303], [0.9527, -0.0696, -0.3401], [-0.0198, -0.1740, 0.0858], [-0.5101, -1.1559, -1.3583], [0.9464, 0.3206, 0.2984], [-0.9200, -0.5196, 0.2311], [-0.5419, 0.5873, 1.7067], [-0.6622, -0.3708, -1.0475], [1.5424, 0.6343, 0.7690], [-0.1230, 0.0604, -0.3412], [-0.1069, -0.3025, -0.2721], [-0.0795, 0.3361, 0.6735], [-0.2567, -0.1382, -0.0775], [-0.3977, 0.0503, 0.0079], [-0.0388, 0.1302, -0.3728], [0.0929, 0.1066, 0.1635], [-0.0561, -0.7233, 0.3849], [-0.1751, 0.1598, -0.2206], [0.0359, -0.2982, -0.8821], [-0.0097, 0.5439, 0.9261], [0.1243, 0.1777, 0.2249], [-0.0470, 0.4753, -0.1369], [-0.3362, -0.6005, -0.2040], [-0.1491, -0.3539, 0.1284], [-2.4341, -0.0903, -0.4866], [2.3079, 1.1923, -0.7674], [1.2006, -1.1624, -3.0492], [-0.1422, -1.6647, 1.4754], [-0.1211, 1.3121, 0.9525], [0.1433, -2.5086, 2.0916], [-1.5847, 1.2225, -3.2774], [0.7278, 0.1057, -0.9196], [-0.4169, 1.4452, -0.5933], [-0.8294, -0.3917, 1.4877], [-0.1731, -0.5152, -1.4674], [-0.7154, -0.2617, 0.7495], [0.1827, 0.2506, -0.1208], [0.7523, -0.2045, 0.2459], [0.5139, -0.6888, 1.0104], [-0.0017, 0.6571, 0.2292], [-0.2117, 0.3247, 1.1810], [0.0749, -0.2309, 0.6248], [-0.4138, 0.4131, 0.4235], [0.1566, -0.4982, 0.1856], [0.3389, -0.1133, 0.1228], [-0.1946, 0.2702, 0.0525], [0.6066, 0.4151, -0.1730], [-0.1910, -0.1398, -0.0788], [-0.0090, 0.6108, 0.2626], [0.4277, 0.2527, -0.1702], [-0.5532, -0.6611, -0.4096], [0.7371, 2.1574, 0.6633], [0.5034, -0.0465, 0.0068], [-1.2318, 1.6055, 1.1816], [0.8531, -0.0579, -1.6613], [2.1969, 0.3272, 1.1394], [-1.1588, -1.5285, -0.4513], [-1.4867, 2.2238, 0.5329], [-0.3734, -1.7394, -1.5865], [-1.0756, 1.7326, 0.7738], [0.4547, -0.8870, -1.0418], [0.8512, -0.0452, 0.6036], [-0.0192, -0.3648, -0.3716], [-0.5944, -0.1490, 0.0016], [-0.0260, -0.0743, -0.6312], [-0.5423, -0.1623, 0.3199], [0.4848, -0.3334, 0.1700], [0.3157, -0.6852, -0.0864], [0.1595, -0.7602, -0.1260], [-0.1391, 0.6126, -0.0084], [0.6140, -0.1595, -0.0089], [-0.3457, 0.0979, -0.0185], [0.2168, -0.0295, -0.5982], [0.8120, -0.8313, -0.1326], [-0.3200, 0.1844, 0.4657], [-0.3326, -0.4217, 1.2741], [0.2320, 0.3104, -1.1117], [-3.1259, -1.4268, 0.5683], [2.2292, 1.6679, 1.5758], [0.1308, -1.0919, -1.0078], [-1.2755, 2.0005, 1.2900], [-1.0527, -0.6454, 1.3379], [1.0241, -0.2049, -0.8228], [0.4903, -0.3249, 0.8987], [-1.5340, -1.2643, -3.6022], [1.7114, -0.9187, 1.8145], [-0.2663, 1.3601, -0.4836], [0.1188, 0.1351, -0.0301], [0.1876, 0.7168, 0.3582], [0.4548, -0.0334, -0.2235], [-0.1242, -0.2557, -0.3624], [1.7608, 0.2551, 0.0180], [-0.3903, 0.1912, 0.2703], [0.0435, -0.0988, -0.9109], [0.2604, -0.3324, 0.1960], [-0.4058, 0.0410, -0.7079], [-0.1380, -0.0600, 0.5584], [-0.0482, -0.5091, -0.3438], [-0.6077, -0.0607, 0.3452], [-0.1641, -0.3336, 0.8101], [-0.0826, 0.7153, 0.4911], [0.5733, 0.1650, -0.9311]],
  "lumo_energy_ev": 0.23,
  "relative_energy_kcal_mol": 216.94,
  "gap_ha": 0.3782,
  "homo_energy_ev": -10.0636,
  "smiles": "CCOP(=O)(OCC)OCC.CCOP(=O)(OCC)OCC.CCOP(=O)(OCC)OCC.CCOP(=O)(OCC)OCC.CCOP(=O)(OCC)OCC.O=C1OCCO1.O=C1OCCO1.O=C1OCCO1.O=C1OCCO1.O=C1OCCO1"
}

Entry 2:
{
  "formula": "C10H30BF4O5",
  "method": "ωB97M-V/def2-TZVPD",
  "species": ["B", "F", "F", "F", "F", "C", "C", "O", "H", "H", "H", "H", "H", "H", "C", "C", "O", "H", "H", "H", "H", "H", "H", "C", "C", "O", "H", "H", "H", "H", "H", "H", "C", "C", "O", "H", "H", "H", "H", "H", "H", "C", "C", "O", "H", "H", "H", "H", "H", "H"],
  "coordinates": [[-45.87886, -189.32295, 88.55297], [-46.49260, -188.96950, 87.40240], [-46.45208, -190.53001, 89.05453], [-44.56562, -189.46314, 88.22245], [-45.93845, -188.32580, 89.41094], [-47.54723, -193.04654, 87.21009], [-46.61370, -192.34434, 86.19815], [-47.24218, -191.13754, 85.75839], [-47.03578, -193.81033, 87.69278], [-48.39048, -193.49630, 86.77348], [-47.85151, -192.57332, 88.06199], [-46.33438, -192.96783, 85.39288], [-45.67082, -191.99057, 86.77815], [-47.46349, -190.33988, 86.44573], [-40.24572, -189.73508, 86.97640], [-41.67586, -189.28990, 86.90990], [-42.13797, -188.80076, 88.17911], [-39.60281, -188.98943, 87.40052], [-39.87037, -190.01405, 86.06983], [-40.10546, -190.51768, 87.62972], [-42.39535, -189.93862, 86.56001], [-41.83137, -188.65512, 86.10712], [-43.17439, -188.99719, 88.06016], [-43.30889, -184.51819, 90.02161], [-43.68729, -185.92516, 89.76919], [-44.81962, -185.96031, 89.05367], [-42.52535, -184.57348, 90.53944], [-44.27381, -184.08886, 90.47551], [-43.19816, -184.09111, 88.96638], [-44.15132, -186.17430, 90.65837], [-42.88383, -186.45451, 89.17585], [-45.20629, -186.85528, 88.91534], [-43.33045, -189.51826, 83.62368], [-44.71700, -189.43429, 84.20504], [-44.70408, -188.35518, 85.27959], [-42.48653, -189.69053, 84.51330], [-43.21791, -188.61381, 83.08456], [-43.53009, -190.34428, 82.98270], [-45.04540, -190.25155, 84.76652], [-45.50259, -189.12239, 83.59020], [-45.28989, -188.51558, 86.04554], [-41.92918, -189.11013, 92.08007], [-43.28291, -189.52714, 91.42277], [-43.49594, -190.92105, 91.66342], [-42.07672, -187.95932, 91.70682], [-40.99655, -189.42896, 91.70457], [-41.95751, -189.25910, 93.28503], [-43.23835, -189.54177, 90.47870], [-44.17787, -189.12065, 91.80708], [-44.31945, -191.11845, 91.71367]],
  "atomic_forces_ev_per_a": [[-0.6603, -2.4850, 0.0941], [-1.9438, 0.5465, -2.2519], [0.4166, 0.5376, -0.1171], [1.8713, -1.4609, -0.4176], [-0.8261, 2.1883, 2.8831], [1.5501, -0.6214, -2.1553], [-0.1450, 3.1124, 4.5123], [-1.1300, 2.2975, 0.1741], [1.3964, -2.0794, 0.4745], [-1.2157, -0.4425, -0.9516], [-0.7830, 2.6106, 1.7177], [0.0254, -0.3896, -1.1291], [-1.1289, -1.0312, -0.9278], [1.5092, -3.5189, -1.7576], [-1.1665, 1.4079, 1.2274], [0.9157, 0.6291, 2.0830], [-2.3779, -0.5712, -1.4415], [0.1753, 0.9743, -0.0132], [0.9750, -0.6822, -2.6843], [-0.0223, -2.1592, 1.5080], [-1.1617, -3.0384, -0.2620], [0.3295, 2.8087, -1.2543], [3.2073, 1.0132, 1.0766], [-7.6271, 1.3624, -5.8909], [1.4168, -0.4665, -1.0472], [-3.7180, 0.2860, -3.9690], [6.3763, 0.6509, 4.4196], [1.8560, 0.0057, -0.3064], [0.2699, 0.0915, 1.5844], [1.2096, -2.2818, 3.1267], [-0.3637, -0.1685, 1.6113], [0.7315, 0.8935, 0.5185], [0.0978, -0.6218, 3.0219], [0.7731, 2.8025, 4.2566], [0.4741, -0.2280, -0.9299], [-2.3724, 0.3336, -2.8394], [0.8727, 0.7827, -0.5934], [1.1502, -0.9381, -0.9771], [-0.2709, -1.9175, 0.2836], [-0.8510, 0.1993, -1.7072], [0.1780, -0.4501, -0.8589], [-3.5483, 3.6187, 1.5981], [1.5161, -2.9635, 6.7241], [8.6014, 0.2926, 0.3146], [1.1512, -2.0754, 1.6381], [0.5946, -0.8753, -0.7992], [0.0053, 0.6688, -2.9612], [0.5275, 1.3752, -7.4087], [-0.4643, 1.7791, 0.4640], [-8.3967, -1.8024, 0.3395]],
  "total_charge": -1,
  "lumo_energy_ev": 3.19,
  "relative_energy_kcal_mol": 143.80,
  "gap_ha": 0.3534,
  "homo_energy_ev": -6.4294
}